The following is a quantum chemistry calculation of one molecule with the formula C4H6N2O, from OMol25.

spin multiplicity	1
HOMO level	-8.9	eV
relative energy (zero: lowest compared OMol25 entry of this formula, charge and spin)	83.7	kcal/mol
charge	0

Last column: natural (NBO) charge in e.
CARTESIAN COORDINATES (ANGSTROEM)
O (-0.68679, -0.01100, -0.95227)  -0.516
N (1.53614, 0.56069, -0.70523)  -0.389
N (1.31917, -0.76908, 1.10000)  -0.615
C (0.14710, -0.16503, 1.18930)  0.113
C (0.19629, 0.67590, -0.09534)  0.085
C (2.11816, -0.30778, 0.00069)  0.229
C (-2.04637, 0.10796, -0.57647)  -0.255
H (1.58687, -1.54492, 1.68979)  0.410
H (-2.27536, -0.43649, 0.34719)  0.192
H (-0.07874, 1.73674, 0.00118)  0.187
H (-2.61681, -0.30845, -1.40817)  0.194
H (-2.31788, 1.16316, -0.43633)  0.166
H (3.11822, -0.70170, -0.15433)  0.199

Forces on atoms 1 to 6 (eV/Å):
0.1 0.1 -0.2
0.1 -0.4 0.2
-0.2 0.0 0.2
0.5 -0.2 -0.1
-0.2 0.1 0.1
0.0 0.2 -0.2